Entry 1:
{"formula": "C48H43N8O3PRuS2", "method": "the ωB97M-V functional and the def2-TZVPD basis", "symbols": ["N", "H", "O", "C", "C", "C", "C", "C", "C", "O", "N", "H", "C", "H", "H", "C", "H", "H", "C", "C", "C", "H", "C", "C", "H", "H", "H", "C", "C", "C", "C", "O", "H", "N", "H", "H", "H", "C", "S", "H", "H", "C", "C", "H", "N", "C", "H", "C", "C", "N", "H", "C", "H", "C", "H", "N", "C", "C", "H", "C", "H", "C", "C", "H", "H", "C", "S", "C", "H", "N", "H", "H", "H", "C", "H", "C", "H", "C", "N", "H", "C", "C", "H", "H", "C", "C", "C", "C", "H", "C", "C", "P", "C", "C", "C", "C", "H", "H", "H", "C", "H", "H", "H", "H", "H", "Ru"], "xyz": [[1.859969, -3.601707, 2.374308], [1.836491, -1.839888, -3.299959], [4.134241, -4.597446, 2.945138], [4.551286, -0.710884, -2.014883], [3.930769, -5.026881, -1.733186], [-3.371120, 4.786354, -1.390038], [0.557994, 1.643273, 0.394260], [-3.824647, -0.326932, -0.488616], [4.177060, -0.961479, -5.716621], [-1.363091, -1.927597, -0.982282], [2.041634, -0.609361, -5.785842], [0.396375, -2.206986, -2.328094], [4.827472, 0.630713, -1.799770], [-0.284137, 2.383112, -4.955831], [-1.623861, -1.423960, 1.462329], [0.753983, -1.741281, -3.237055], [5.391365, -4.493046, -0.229260], [0.329007, -2.283653, -4.082597], [-2.426633, 1.378745, 4.511669], [5.541386, -0.676119, -5.609667], [2.011174, -4.389964, 0.150418], [-0.800711, 2.489455, -2.267191], [0.564587, 3.601831, 1.878539], [2.577070, -5.156119, -2.034459], [0.547609, -4.970980, -1.308358], [0.565126, 0.693714, -6.460850], [4.202086, 2.442983, -0.851085], [-5.498330, -2.415004, -1.262238], [-2.723013, 1.110149, 1.760998], [3.221827, 0.039641, -5.564294], [0.697908, -0.124471, -5.753403], [3.974435, -2.297035, 2.034088], [-4.303756, -0.912999, 1.525764], [-1.031470, -0.622897, 1.691452], [-4.200718, 2.658390, 1.927979], [-2.796427, 5.669835, -1.634325], [-1.167260, 2.785985, 1.026785], [-3.501185, 2.024615, 2.458408], [-0.520992, -3.818541, 1.235232], [1.307698, -2.047608, -0.312625], [2.819205, 2.141312, -5.148100], [-1.811727, 0.326224, 2.461535], [-1.652056, 0.450221, 3.826922], [-5.414106, 1.640110, -0.497484], [1.407174, -1.066288, -0.059977], [-0.424621, 1.679027, -2.858217], [2.470575, 4.199037, 2.674580], [3.561109, 1.364467, -5.276673], [3.359172, -4.278880, 0.437380], [-0.103125, 0.458745, -2.294338], [-0.934244, -0.167482, 4.353105], [-0.095697, 2.683049, 1.081239], [3.711836, 2.525728, 1.360014], [-3.437659, 2.484423, -0.663345], [6.930008, 0.900268, -5.264515], [2.274683, -1.926981, -6.036933], [-5.484289, 3.673874, -1.145103], [-5.282406, -2.160696, 0.082598], [-1.045354, -2.730708, -0.450948], [-3.352822, 2.156292, 3.833020], [5.228646, 2.641394, -4.961219], [1.977599, 1.669289, 0.448894], [3.424905, -1.278014, -1.442763], [-0.301596, -1.054883, 2.257742], [-3.560944, 0.022347, -2.599379], [3.984450, 1.394976, -1.011249], [3.494407, -3.650473, 2.090162], [2.633233, 2.574201, 1.286054], [4.669534, -5.276887, -2.483224], [0.312294, 0.378629, -4.440235], [-3.951219, 2.879042, 4.370737], [-0.000567, 4.360426, 2.405269], [-2.312763, -2.049471, -1.118339], [4.342665, -4.589753, -0.477326], [5.704929, 1.081301, -2.242517], [5.886160, 0.627862, -5.344296], [2.284486, -5.517319, -3.011856], [1.185395, -3.953502, 1.327547], [3.525974, -2.148519, -5.998669], [-6.564511, 3.685506, -1.202814], [4.907105, 1.630557, -5.175869], [1.601525, -4.845568, -1.092099], [0.058167, -0.955646, -6.046587], [3.217421, -2.332776, -1.571334], [0.345978, -0.315818, -3.280409], [2.582072, -0.497808, -0.670819], [-4.046104, -0.588089, -1.844283], [-0.168307, 1.643747, -4.183071], [-5.265457, 5.708843, -1.786973], [-4.451460, -1.114998, 0.471265], [1.940461, 3.521610, 2.018515], [-2.624207, 0.971342, -0.054073], [-4.883267, -1.623581, -2.227260], [-4.755106, 4.808384, -1.472287], [-2.715939, 3.632031, -0.987359], [2.847323, 0.840970, -0.423109], [-5.762329, -2.771707, 0.835256], [5.214785, -1.319406, -2.614901], [-6.146710, -3.227061, -1.562396], [-4.831788, 2.518646, -0.743952], [1.553804, -1.095128, 0.951518], [-5.056197, -1.816989, -3.277723], [-1.638082, 3.652523, -0.897573], [-2.302996, 1.491175, 5.580224], [6.282524, -1.451392, -5.747753], [-0.442288, 0.028201, -0.274391]], "forces_ev_per_a": [[0.14, 0.20, 0.02], [0.00, 0.01, -0.04], [0.06, 0.06, 0.01], [0.02, 0.00, -0.02], [0.01, 0.00, 0.03], [0.00, -0.01, 0.00], [0.00, 0.01, 0.33], [-0.06, 0.06, -0.01], [0.01, 0.00, 0.00], [0.20, -0.32, 0.20], [-0.01, 0.00, 0.07], [0.02, 0.00, 0.01], [0.02, 0.01, -0.03], [0.01, 0.01, 0.00], [0.07, -0.19, 0.04], [0.03, -0.03, 0.01], [0.00, -0.01, 0.00], [-0.02, 0.00, 0.01], [0.00, 0.00, -0.01], [-0.01, -0.01, 0.00], [0.04, -0.11, 0.07], [0.01, 0.00, 0.00], [-0.01, 0.05, 0.00], [0.01, 0.01, 0.00], [0.00, 0.02, 0.02], [-0.02, 0.02, 0.03], [-0.01, 0.00, -0.01], [0.00, 0.00, 0.00], [0.02, -0.01, 0.00], [0.00, 0.02, -0.04], [-0.04, 0.00, -0.04], [-0.01, 0.15, -0.02], [0.00, 0.00, 0.00], [0.00, 0.07, -0.09], [0.00, 0.00, -0.01], [0.00, 0.00, 0.00], [-0.01, -0.05, 0.07], [-0.05, -0.02, -0.01], [-0.10, -0.23, -0.12], [0.02, -0.01, -0.15], [0.00, 0.00, 0.01], [0.04, 0.00, -0.01], [-0.04, -0.03, 0.01], [0.00, 0.00, 0.00], [-0.13, 0.00, 0.31], [0.05, 0.04, 0.04], [0.01, 0.00, -0.01], [-0.01, 0.00, -0.03], [0.01, 0.01, -0.02], [0.11, -0.08, -0.10], [0.01, 0.00, 0.00], [0.06, -0.04, 0.03], [0.00, -0.01, 0.02], [0.03, -0.02, -0.06], [0.00, 0.00, 0.00], [0.01, -0.01, 0.05], [0.00, 0.01, 0.00], [0.00, 0.00, 0.00], [-0.04, 0.28, -0.03], [-0.01, 0.00, 0.01], [0.00, 0.00, -0.01], [0.05, 0.07, -0.21], [0.01, 0.00, 0.05], [0.06, 0.09, 0.05], [0.00, 0.01, 0.00], [-0.01, -0.01, 0.02], [-0.12, -0.21, 0.01], [-0.02, 0.04, -0.03], [0.00, -0.01, 0.00], [0.11, -0.02, 0.02], [0.00, 0.00, 0.00], [0.00, 0.01, -0.01], [-0.02, 0.12, -0.02], [0.01, -0.01, -0.01], [0.01, 0.00, -0.01], [0.01, 0.01, 0.02], [-0.01, 0.00, 0.00], [-0.22, 0.22, -0.09], [0.00, 0.01, -0.02], [0.00, 0.00, 0.00], [0.01, 0.01, 0.01], [-0.04, 0.04, -0.06], [0.03, -0.01, -0.02], [-0.02, -0.04, 0.00], [-0.21, -0.03, -0.02], [-0.03, -0.05, -0.03], [0.01, -0.01, 0.00], [0.04, 0.01, 0.00], [0.00, 0.00, 0.00], [0.01, -0.01, 0.01], [-0.01, -0.01, -0.01], [0.10, -0.11, 0.09], [0.01, 0.00, -0.01], [0.00, -0.01, 0.00], [0.04, 0.05, 0.06], [-0.04, -0.01, -0.02], [0.00, 0.00, 0.00], [0.00, 0.00, -0.01], [0.00, 0.00, 0.00], [0.00, -0.01, -0.05], [0.18, -0.02, 0.00], [0.00, 0.00, 0.00], [0.00, -0.02, 0.01], [0.00, 0.00, 0.00], [0.00, 0.00, 0.00], [-0.37, 0.10, -0.26]], "lumo_energy_ev": [-2.273, -4.180], "orbital_gap_ev": [8.2, 6.3], "e_homo_ha": [-0.3835, -0.3835], "total_energy_ev": -102075.354, "spin_multiplicity": 2, "charge": 1}

Entry 2:
{"formula": "C48H44AsBrN2O2PRuS", "method": "the ωB97M-V functional and the def2-TZVPD basis", "symbols": ["C", "H", "H", "H", "C", "C", "C", "N", "H", "C", "H", "C", "H", "H", "C", "C", "H", "C", "C", "H", "C", "C", "C", "C", "C", "H", "C", "H", "H", "H", "H", "C", "Br", "C", "H", "H", "H", "H", "C", "H", "H", "H", "As", "H", "C", "C", "C", "C", "C", "C", "C", "C", "P", "H", "H", "H", "H", "C", "H", "C", "C", "C", "C", "C", "H", "H", "H", "C", "H", "O", "H", "O", "H", "C", "C", "H", "H", "H", "H", "H", "H", "C", "H", "H", "C", "S", "C", "C", "H", "N", "C", "C", "C", "H", "H", "C", "C", "C", "C", "C", "Ru"], "xyz": [[2.981860, -0.893863, 4.424979], [-4.299255, -5.210234, -2.765777], [2.263688, -5.935320, 3.639638], [3.052539, -1.841539, 1.183177], [-3.231528, -0.414132, 2.474925], [-1.307593, 1.238909, -2.554426], [4.751441, 3.407081, 0.495826], [1.808195, -0.421749, 1.972312], [-1.536273, 3.717889, -1.383685], [0.364482, 1.239786, 2.774840], [-4.010101, -3.805031, 1.264816], [2.776831, -1.324466, 2.092175], [2.575112, 3.193518, -2.450621], [-0.003944, -4.617730, 0.262877], [0.300098, -4.490979, 1.293955], [4.944490, 2.116795, 0.041608], [-2.187759, -4.051576, -3.328000], [0.499490, 3.281335, -1.925258], [3.879416, 1.219518, -0.113671], [-5.210434, -5.086064, -0.473428], [-2.116196, 0.227068, -2.048261], [1.883962, 5.217901, -2.330060], [1.961612, 0.033180, 4.311116], [-3.827412, 0.749463, -3.653879], [1.372723, 1.153380, -4.354704], [1.415388, 3.316952, 0.822959], [-1.786070, 2.020289, -3.610855], [0.808949, 2.061210, -4.590818], [-5.108822, -0.311998, 5.287870], [-2.558550, -3.439130, 3.871602], [-4.803865, 0.560545, -4.082232], [-4.109891, 0.073524, 3.429473], [1.519990, -1.769561, -1.256839], [1.398945, 0.271011, 3.060089], [3.464326, -0.548377, -1.059494], [3.270824, 2.196507, -4.405081], [2.847979, 5.635622, -2.590837], [-4.532658, 1.063085, 3.314324], [-3.371800, -0.015955, -2.592939], [-2.293374, 3.511318, 2.969632], [3.382623, 0.434551, -4.527097], [2.833051, 1.388792, -5.918425], [-1.449250, -2.217926, 1.259452], [1.403180, -4.034868, 4.968096], [3.463964, 3.829503, 0.787648], [1.576576, -5.228779, 3.191755], [0.818870, 6.053180, -2.028032], [-1.904191, -3.279271, -1.352217], [-3.770031, -4.651009, -2.004678], [3.403530, -1.582409, 3.299042], [2.408093, 2.948621, 0.603733], [-2.677868, -1.681748, 2.632871], [0.358056, 1.459312, -1.823113], [5.598229, 4.072595, 0.612825], [-1.243142, 6.150772, -1.436182], [1.269494, -0.959431, -4.684923], [-0.137767, -2.410560, 3.946675], [-2.992697, -2.454317, 3.743840], [0.942028, 7.128128, -2.066750], [1.189496, -5.385319, 1.867350], [-2.584294, -4.001444, -2.322142], [-1.133051, 2.398554, 1.469675], [-1.510142, 2.814821, 2.712251], [-3.872565, -1.959571, 4.696583], [-4.116168, -2.557545, 5.565159], [-1.639520, 2.727475, 0.573282], [-3.988131, -0.808269, -2.185911], [-3.606549, -3.867911, 0.260516], [4.198043, -2.313782, 3.342967], [1.433557, 0.983879, -2.930803], [-1.191328, 2.837419, -3.999088], [-0.917541, -0.829623, 0.545147], [-1.753000, -0.361104, -1.214295], [0.709976, -0.067278, -4.970595], [-2.422279, -3.216082, -0.061773], [-0.977982, -2.766729, -1.590250], [1.578046, -6.206493, 1.279670], [3.271877, 4.835327, 1.140127], [5.947070, 1.770190, -0.191550], [5.087856, -0.170681, -0.951196], [3.449200, -1.070741, 5.385775], [1.091171, -4.166530, 3.940333], [0.702497, 0.017138, -6.059067], [-0.316699, -0.181694, -4.624782], [-0.034893, 1.493701, 1.482797], [-0.549406, 2.113770, 3.949225], [1.727912, 3.841642, -2.267824], [-3.031737, 1.771731, -4.161245], [1.621578, 0.600488, 5.167652], [4.183473, -0.088978, -0.511259], [2.804303, 1.308568, -4.830729], [0.218334, -3.254906, 3.365982], [-0.186152, -3.427656, 2.047214], [-2.938350, 0.198926, 1.630850], [-3.387458, 2.380098, -4.983258], [-0.564948, 4.129013, -1.629194], [-4.282921, -4.584058, -0.716376], [2.557397, 1.625727, 0.162112], [-0.406241, 5.505645, -1.672129], [-4.429951, -0.698552, 4.538638], [0.939996, 0.337509, 0.128282]], "forces_ev_per_a": [[-0.01, 0.01, 0.01], [0.00, 0.00, 0.00], [0.00, 0.00, 0.00], [0.00, 0.02, -0.01], [0.06, 0.03, 0.05], [0.06, 0.02, -0.03], [-0.05, 0.03, 0.00], [-0.29, 0.15, -0.07], [0.01, -0.01, 0.00], [-0.23, 0.11, -0.11], [0.00, -0.01, -0.01], [0.09, -0.08, -0.04], [0.00, 0.00, -0.01], [0.00, 0.01, -0.01], [0.00, 0.03, -0.02], [0.01, -0.10, -0.01], [0.00, 0.00, 0.00], [0.08, -0.05, 0.02], [0.05, -0.02, -0.10], [0.00, 0.00, 0.00], [0.05, -0.07, 0.01], [0.02, 0.00, 0.02], [0.00, 0.05, -0.02], [0.01, 0.01, 0.01], [-0.01, -0.03, -0.07], [-0.04, 0.03, -0.01], [0.00, 0.00, 0.00], [-0.01, 0.01, 0.01], [0.00, 0.00, 0.00], [0.01, 0.01, 0.00], [0.00, 0.00, 0.00], [-0.03, -0.03, 0.05], [-0.09, -0.35, -0.09], [0.18, -0.17, 0.05], [0.10, 0.05, 0.08], [-0.01, 0.00, 0.01], [0.00, 0.00, 0.00], [0.00, 0.00, 0.00], [0.00, 0.00, -0.02], [0.00, -0.01, 0.01], [0.00, 0.00, -0.01], [0.00, 0.00, 0.00], [-0.17, -0.08, -0.01], [0.01, 0.00, 0.01], [0.07, -0.02, -0.04], [0.00, -0.01, -0.02], [-0.02, -0.01, 0.00], [-0.03, 0.02, 0.01], [0.00, 0.01, -0.01], [-0.03, -0.05, 0.00], [-0.04, -0.09, 0.04], [0.07, 0.13, -0.02], [-0.06, -0.22, 0.33], [0.00, 0.00, 0.01], [0.00, 0.00, 0.00], [-0.01, 0.00, 0.00], [-0.01, -0.02, -0.02], [-0.07, -0.12, -0.03], [0.00, 0.00, 0.00], [0.02, -0.02, 0.03], [-0.02, 0.00, -0.01], [-0.07, 0.10, 0.01], [0.09, -0.02, 0.05], [0.01, -0.03, 0.00], [0.00, 0.00, 0.00], [0.02, 0.02, -0.01], [-0.01, -0.02, 0.01], [-0.02, 0.04, 0.04], [-0.01, 0.00, 0.01], [0.02, -0.02, 0.11], [0.01, -0.01, 0.00], [0.03, 0.03, -0.07], [-0.03, 0.01, -0.05], [0.00, 0.02, 0.01], [0.06, -0.08, 0.03], [-0.01, 0.02, -0.02], [0.00, 0.00, 0.00], [0.00, 0.00, 0.00], [-0.01, 0.00, 0.00], [0.00, 0.01, 0.02], [0.00, 0.00, 0.00], [0.04, 0.05, 0.00], [0.00, 0.00, 0.00], [0.00, 0.00, 0.00], [0.20, -0.18, 0.11], [-0.05, 0.02, -0.06], [0.01, -0.01, 0.03], [-0.02, -0.01, 0.00], [0.00, 0.00, 0.00], [0.06, 0.08, -0.05], [0.00, 0.01, 0.01], [-0.02, 0.05, 0.04], [0.04, 0.06, -0.01], [0.00, -0.03, 0.00], [0.00, 0.00, 0.00], [-0.02, -0.01, 0.02], [0.00, 0.00, 0.00], [0.01, 0.23, 0.08], [0.01, 0.03, 0.00], [0.01, 0.03, -0.03], [-0.04, 0.46, -0.22]], "lumo_energy_ev": [0.429, -0.105], "orbital_gap_ev": [7.2, 6.7], "e_homo_ha": [-0.2503, -0.2497], "total_energy_ev": -211155.023, "spin_multiplicity": 2, "charge": 0}